44
Properties=species:S:1:pos:R:3:mulliken_charge:R:1 method="wB97M-V/def2-TZVPD" lumo_ev="0.456 / 0.384" multiplicity=1 total_energy_ha=-1388.1016 homo_energy_ev="-3.8587 / -4.0597" molar_mass_g_mol=417.20
C -0.86 -0.46 -4.40 -0.69
C -1.68 0.55 -3.80 -0.57
C -0.80 1.43 -3.11 -0.44
C 0.58 1.06 -3.41 -0.59
C 0.54 -0.11 -4.21 -0.67
La -0.47 -0.59 -2.20 0.67
P -0.52 -2.76 -1.82 -0.28
H -1.22 -1.30 -5.00 0.54
H -2.77 0.60 -3.82 0.50
H -1.09 2.31 -2.53 0.61
H 1.39 -0.65 -4.61 0.53
H 1.47 1.59 -3.08 0.56
H 0.55 -3.62 -2.23 0.03
H -1.56 -3.59 -2.36 0.02
H -0.62 -3.25 -0.48 -0.02
C 1.91 -1.87 1.36 -0.67
N 1.85 -0.41 1.20 -0.14
C 2.44 -0.05 -0.09 -0.82
P 0.13 0.20 1.24 0.75
O -0.72 -0.58 0.20 -0.90
N -0.73 0.08 2.85 0.03
C -2.12 -0.36 2.67 -0.96
C -0.05 -0.78 3.82 -1.07
N 0.11 1.94 0.73 0.08
C -1.27 2.42 0.60 -1.04
C 0.83 2.73 1.73 -1.01
H 2.95 -2.24 1.22 0.36
H 1.25 -2.39 0.63 0.10
H 1.63 -2.18 2.38 0.25
H 1.89 -0.52 -0.93 0.08
H 2.44 1.05 -0.22 0.25
H 3.50 -0.37 -0.12 0.43
H -2.16 -1.40 2.27 0.31
H -2.66 -0.33 3.64 0.36
H -2.66 0.31 1.97 0.30
H -0.15 -1.85 3.54 0.35
H 1.01 -0.48 3.92 0.35
H -0.52 -0.65 4.82 0.36
H -1.83 1.80 -0.14 0.29
H -1.80 2.41 1.57 0.40
H -1.27 3.46 0.21 0.37
H 0.34 2.66 2.73 0.35
H 1.88 2.38 1.83 0.32
H 0.86 3.80 1.42 0.36